Run i
The following is a quantum chemistry calculation of an isolated ion of composition C5H10N5 and charge +1, from the Open Molecules 2025 dataset.

Calculated values
Lowest unoccupied orbital energy: -3.4915 eV
HOMO level: -12.04 eV
Charge: +1
Structure (SMILES): NN1C=CCN=C1NC=[NH2+]

Last column: Mulliken charge in e.
Atoms and positions in Å:
N 1.208 1.281 0.635  -0.678
N -0.138 0.864 0.055  0.082
C -1.252 1.567 0.657  -0.207
C -2.498 1.049 0.736  -0.427
C -2.691 -0.436 0.433  -0.473
N -1.410 -1.062 0.001  -0.571
C -0.280 -0.514 -0.158  0.310
N 0.816 -1.274 -0.740  -0.200
C 2.093 -0.876 -0.630  0.186
N 3.122 -1.312 -1.287  -0.300
H 1.086 1.137 1.579  0.265
H 1.196 2.240 0.495  0.251
H -1.013 2.641 0.706  0.273
H -3.394 1.524 0.875  0.445
H -3.192 -0.987 1.237  0.335
H -3.317 -0.571 -0.428  0.302
H 0.479 -2.188 -1.170  0.332
H 2.210 -0.136 0.194  0.497
H 4.136 -1.078 -1.078  0.301
H 2.838 -1.865 -2.113  0.277

***

Run ii
The following is a quantum chemistry calculation of an isolated ion of composition C5H10N5 and charge +1, from the Open Molecules 2025 dataset.

Calculated values
Lowest unoccupied orbital energy: -3.8840 eV
HOMO level: -13.21 eV
Charge: +1
Structure (SMILES): CN1C=[NH+][C@H]2N=CN[C@@H]1N2

Last column: Mulliken charge in e.
Atoms and positions in Å:
C 2.054 1.148 0.298  -0.989
N 0.886 0.414 -0.120  0.038
C 1.166 -0.780 -0.573  -0.062
N 0.165 -1.453 -1.155  -0.115
C -1.207 -1.000 -1.011  -0.186
N -1.706 -1.528 0.213  -0.537
C -1.453 -0.785 1.236  -0.056
N -0.857 0.465 1.389  -0.228
C -0.385 0.982 -0.077  -0.528
N -1.280 0.535 -0.966  -0.409
H 2.547 0.689 1.115  0.427
H 2.804 1.252 -0.497  0.356
H 1.753 2.134 0.775  0.331
H 2.219 -1.058 -0.621  0.471
H 0.231 -2.299 -1.692  0.252
H -1.715 -1.513 -1.758  0.551
H -1.726 -1.068 2.201  0.467
H -1.080 0.978 2.223  0.243
H -0.206 1.989 -0.083  0.679
H -2.206 0.897 -0.898  0.295

***

Which is the most stable structure? run ii is the most stable.